# 1
The following is a quantum chemistry calculation of the molecule C19H23ClN4OS, from the Open Molecules 2025 dataset.

Each line ends with the Mulliken charge.
CARTESIAN COORDINATES (ANGSTROEM)
C: 5.572 0.126 -1.934  -1.436
C: 4.362 0.210 -1.044  0.826
N: 3.827 1.370 -1.007  -1.103
N: 2.754 1.693 -0.280  0.546
C: 2.204 2.942 -0.323  0.525
O: 2.605 3.861 -0.993  -0.627
C: 1.015 3.044 0.634  -0.778
N: 0.353 1.763 0.790  0.276
C: -0.425 1.648 2.011  -0.772
C: -0.932 0.205 2.130  -0.898
N: -1.741 -0.215 1.005  0.169
C: -3.087 0.332 0.989  -0.810
C: -3.993 -0.490 0.111  0.216
C: -3.754 -1.848 -0.068  -0.200
C: -4.579 -2.623 -0.861  -0.725
C: -5.670 -2.051 -1.492  -0.397
C: -5.934 -0.704 -1.324  -0.565
C: -5.099 0.063 -0.527  0.346
Cl: -5.474 1.745 -0.332  -0.236
C: -1.009 0.010 -0.228  -0.955
C: -0.472 1.439 -0.364  -0.507
C: 3.978 -1.014 -0.363  0.377
C: 4.646 -2.214 -0.435  -0.654
C: 4.051 -3.244 0.316  -0.693
C: 2.927 -2.845 0.963  -0.484
S: 2.578 -1.191 0.668  0.097
H: 6.454 -0.146 -1.357  0.319
H: 5.729 1.100 -2.386  0.379
H: 5.424 -0.614 -2.717  0.321
H: 2.255 1.025 0.312  0.194
H: 1.415 3.357 1.604  0.388
H: 0.346 3.842 0.275  0.400
H: 0.221 1.877 2.861  0.513
H: -1.277 2.350 2.025  0.297
H: -1.505 0.084 3.051  0.516
H: -0.064 -0.461 2.168  0.175
H: -3.126 1.381 0.663  0.408
H: -3.477 0.294 2.012  0.392
H: -2.898 -2.277 0.428  0.408
H: -4.372 -3.675 -0.986  0.383
H: -6.319 -2.648 -2.114  0.375
H: -6.782 -0.243 -1.806  0.415
H: -1.659 -0.225 -1.073  0.495
H: -0.163 -0.684 -0.233  0.171
H: 0.141 1.514 -1.265  0.400
H: -1.309 2.152 -0.467  0.273
H: 5.542 -2.359 -1.008  0.416
H: 4.446 -4.243 0.369  0.398
H: 2.276 -3.412 1.598  0.426

HOMO energy, eV: -8.4
Net charge: 0
Molecular weight, g/mol: 390.94
LUMO level, eV: 0.242
DFT total energy, eV: -51441.125
SMILES: C/C(=N/NC(=O)CN1CCN(Cc2ccccc2Cl)CC1)c1cccs1



# 2
The following is a quantum chemistry calculation of a cluster of 2 separate species, CH6N2O in total, from the Open Molecules 2025 dataset.

Each line ends with the Mulliken charge.
CARTESIAN COORDINATES (ANGSTROEM)
C: -1.040 -1.231 0.492  -0.136
N: -0.189 -0.957 1.358  -0.576
H: -1.962 -0.517 0.466  0.223
H: -0.866 -1.903 -0.327  0.281
H: 0.697 -1.486 1.399  0.208
N: 0.585 0.989 -1.220  -0.452
O: 0.140 1.623 -0.024  -0.393
H: 0.751 1.721 -1.989  0.258
H: 1.581 0.789 -0.949  0.220
H: 0.302 0.971 0.795  0.366

HOMO energy, eV: -8.9
Net charge: 0
Molecular weight, g/mol: 62.07
LUMO level, eV: 1.061
DFT total energy, eV: -6158.703
SMILES: C=N.NO



# 3
The following is a quantum chemistry calculation of the molecule C3H5NO, from the Open Molecules 2025 dataset.

Each line ends with the Mulliken charge.
CARTESIAN COORDINATES (ANGSTROEM)
C: 1.206 1.262 1.482  -0.638
C: 0.590 0.698 0.453  0.086
C: 0.094 -0.616 0.357  -0.162
N: -0.628 -1.157 -0.630  -0.424
O: -1.033 -0.274 -1.444  -0.326
H: 1.229 2.349 1.121  0.231
H: 1.696 0.671 2.230  0.301
H: -0.201 1.414 -0.116  0.148
H: 0.479 -1.431 0.863  0.396
H: -1.872 -0.780 -1.884  0.390

HOMO energy, eV: -8.7
Net charge: 0
Molecular weight, g/mol: 71.08
LUMO level, eV: 0.556
DFT total energy, eV: -6725.189
SMILES: C=C/C=N\O



# 4
The following is a quantum chemistry calculation of a cluster of 36 separate species, BH74O35 in total, from the Open Molecules 2025 dataset.

Each line ends with the Mulliken charge.
CARTESIAN COORDINATES (ANGSTROEM)
B: -0.347 0.143 -0.048  3.189
H: -1.033 -0.012 0.770  -0.894
H: 0.665 0.099 0.326  -0.857
H: -0.546 -0.534 -0.863  -0.871
H: -0.285 1.163 -0.394  0.535
O: 4.732 -1.523 3.152  -0.612
H: 4.913 -2.273 3.718  0.261
H: 3.819 -1.301 3.331  0.187
O: -0.276 -2.209 5.637  -0.624
H: -0.243 -1.569 4.926  0.255
H: -0.840 -1.806 6.297  0.322
O: -0.990 5.517 -2.024  -0.603
H: -0.075 5.396 -1.770  0.442
H: -0.953 5.736 -2.955  0.281
O: -3.168 -0.323 -0.282  -0.395
H: -3.666 -0.054 0.490  0.294
H: -2.302 -0.551 0.058  -0.186
O: 3.513 -2.036 -0.157  -0.554
H: 3.558 -2.952 0.117  0.246
H: 3.227 -1.565 0.625  0.299
O: -0.847 2.973 3.426  -0.508
H: -0.907 2.601 4.306  0.253
H: -1.337 3.794 3.479  0.208
O: -1.996 -1.386 -2.916  -0.019
H: -2.828 -1.131 -2.518  0.200
H: -1.350 -1.269 -2.219  -0.621
O: 5.477 1.006 0.884  -0.649
H: 4.802 1.318 1.486  0.349
H: 4.999 0.768 0.090  0.317
O: -3.943 0.668 2.315  -0.546
H: -3.181 0.974 2.807  0.255
H: -4.649 0.635 2.961  0.245
O: -2.359 -1.854 -5.812  -0.627
H: -2.800 -2.565 -6.277  0.290
H: -2.395 -2.110 -4.891  0.300
O: -1.774 1.630 -3.605  -0.450
H: -2.323 0.863 -3.445  0.260
H: -0.879 1.318 -3.471  0.198
O: 3.195 2.191 2.499  -0.633
H: 3.281 1.798 3.368  0.287
H: 2.270 2.083 2.278  0.307
O: -2.763 0.950 4.921  -0.621
H: -2.026 0.562 4.449  0.053
H: -3.074 0.252 5.497  0.293
O: -0.476 -3.065 0.838  -0.617
H: -0.422 -2.192 0.451  0.074
H: -0.976 -3.579 0.204  0.406
O: -1.633 -0.932 3.157  0.165
H: -2.041 -1.791 3.051  0.412
H: -1.165 -0.786 2.335  -0.034
O: 0.617 2.385 1.257  -0.423
H: 0.309 1.661 0.712  -0.176
H: 0.046 2.368 2.025  0.154
O: -4.084 -3.925 -3.399  -0.640
H: -4.153 -2.986 -3.223  0.404
H: -4.905 -4.292 -3.073  0.273
O: -2.150 -4.354 -0.660  -0.571
H: -3.094 -4.210 -0.603  0.215
H: -2.061 -5.166 -1.159  0.247
O: 0.905 5.251 1.260  -0.789
H: 1.860 5.296 1.315  0.331
H: 0.693 4.353 1.514  0.247
O: -3.339 2.526 -0.494  -0.698
H: -3.330 1.581 -0.649  0.394
H: -2.414 2.771 -0.451  0.274
O: 2.316 2.504 -0.852  -0.383
H: 2.145 1.617 -1.170  0.192
H: 1.938 2.521 0.027  0.324
O: 2.081 -0.232 -1.648  -0.173
H: 1.192 -0.231 -1.293  -0.051
H: 2.479 -1.029 -1.297  0.303
O: -0.186 -4.103 -2.956  -0.622
H: -1.068 -3.756 -2.818  0.332
H: -0.014 -3.957 -3.886  0.301
O: 2.540 -0.191 4.968  -0.523
H: 2.765 -0.602 5.803  0.264
H: 2.347 -0.924 4.384  0.193
O: 1.976 -1.792 -5.943  -0.600
H: 1.245 -1.674 -6.550  0.318
H: 1.561 -1.908 -5.088  0.283
O: -4.700 -1.647 -2.231  -0.761
H: -4.441 -1.885 -1.341  0.281
H: -5.026 -0.751 -2.155  0.272
O: 0.945 -5.130 2.193  -0.620
H: 0.433 -4.568 1.611  0.417
H: 0.603 -6.010 2.039  0.305
O: 4.532 -0.650 -3.023  -0.663
H: 3.710 -0.315 -2.663  0.357
H: 4.443 -1.602 -2.980  0.276
O: 1.780 5.522 -1.419  -0.768
H: 1.575 5.706 -0.502  0.376
H: 2.301 4.720 -1.392  0.263
O: 2.588 1.226 -5.363  -0.601
H: 2.277 0.671 -4.648  0.255
H: 3.490 0.941 -5.512  0.313
O: -2.390 -3.447 2.713  -0.733
H: -2.642 -4.370 2.750  0.292
H: -1.581 -3.440 2.201  0.333
O: 3.768 3.359 -3.163  -0.657
H: 4.278 2.559 -3.291  0.304
H: 3.260 3.194 -2.368  0.424
O: -0.137 1.452 5.910  -0.632
H: 0.569 2.068 6.106  0.295
H: 0.209 0.908 5.203  0.323
O: 1.976 -1.051 2.181  0.074
H: 1.495 -0.534 1.535  -0.539
H: 1.558 -1.912 2.157  0.156
O: -3.231 4.326 -3.770  -0.616
H: -2.961 3.736 -3.066  0.325
H: -2.478 4.355 -4.360  0.287

HOMO energy, eV: -7.8
Net charge: -1
Molecular weight, g/mol: 645.37
LUMO level, eV: 1.128
DFT total energy, eV: -73543.391